Record 1
The following is a DFT calculation (wB97M-V/def2-TZVPD) of a single C5H5N3O molecule.

The value obtained for the energy is -11779.14636 eV. The SMILES is Nc1ccn2cnoc12. The energy relative to the best compared isomer or geometry (same formula, charge and spin) comes out at 105.5 kcal/mol. The net charge is 0.

Geometry (Å):
N  -2.1864  -1.1708  0.0034
O  1.1968  -1.5683  -0.1553
H  0.2480  2.6323  -0.0036
H  3.2598  0.9219  0.4684
C  2.2947  0.3069  -0.0244
H  -1.9883  -2.2945  -0.4989
H  -2.4523  -1.5074  1.0191
N  0.9415  0.5854  0.0873
H  -2.0283  1.5771  -0.2875
C  -1.1433  1.0015  -0.2354
C  -0.9760  -0.4262  -0.1502
N  2.4913  -1.0279  -0.1722
C  0.3004  -0.6023  0.0652
C  0.0420  1.5724  -0.1159

***

Record 2
The following is a DFT calculation (wB97M-V/def2-TZVPD) of a molecular structure, C4H6O2.

The value obtained for the energy is -8335.35565 eV. The energy relative to the best compared isomer or geometry (same formula, charge and spin) comes out at 117.7 kcal/mol. The net charge is 0.

Geometry (Å):
H  0.4756  1.5588  0.9435
H  -1.8704  -1.0130  -0.1657
C  0.5377  0.0874  0.8575
O  0.9191  -0.2773  -1.6481
C  -0.1404  1.3680  -0.0138
C  -0.7953  -1.0812  -0.0004
H  -1.1764  1.5189  0.2884
H  -0.4098  -2.0740  -0.2404
H  1.5721  0.0966  1.1961
O  -0.4140  -0.7683  1.3671
H  1.1592  0.5684  -2.0425
C  0.1425  0.0157  -0.5417

***

Record 3
The following is a DFT calculation (wB97M-V/def2-TZVPD) of a molecular structure, C35H29Cl5N9O3STi.

The value obtained for the energy is -152874.04289 eV. The energy relative to the best compared isomer or geometry (same formula, charge and spin) comes out at 31.7 kcal/mol. The net charge is +1.

Geometry (Å):
N  -0.8157  0.6334  -1.2100
H  0.8857  3.7214  -2.7581
N  1.1015  1.7160  -3.9609
Cl  5.4162  -4.4648  -1.7439
C  -1.9881  -0.6375  1.7988
N  1.7257  -0.0406  0.5282
C  1.9751  2.0936  1.5387
C  -2.9728  4.0023  2.7579
C  2.4023  4.0002  -1.4202
H  0.1513  -4.9457  -1.4399
H  -5.6233  3.2094  5.3592
H  -3.6699  6.0121  3.0713
H  -2.5416  -5.8067  1.8562
C  3.3769  -3.6596  -0.1957
C  3.1787  -3.1917  -2.5465
O  0.1469  -0.1401  -1.6427
C  -3.1317  2.6760  3.1377
C  -2.3167  -2.0738  1.6585
Cl  1.5276  -2.9108  1.6157
C  2.1381  -3.0729  -0.0101
H  -2.2627  4.2841  1.9884
C  -4.8569  3.4145  4.6193
H  -2.6189  -2.2372  -1.4333
C  1.9290  -2.6094  -2.3247
H  -1.3434  -2.1937  -2.6476
H  -0.5466  2.8373  2.3289
N  -1.3900  -2.7907  1.0010
C  1.9945  2.0728  -3.0045
C  3.5243  5.4848  0.6548
H  4.3771  3.2166  -1.7250
H  -2.4115  -3.8669  -4.0198
H  1.5606  2.9564  2.0493
N  3.2901  2.1228  1.3047
H  1.5595  6.3205  0.9047
N  -4.7095  4.6898  4.2580
H  -3.8117  0.0805  2.6377
C  -0.9783  1.8578  2.1726
N  -3.4811  -4.0300  2.3243
H  -4.2327  1.3700  4.4590
C  -1.8355  -4.1527  -1.9448
Cl  3.8478  -3.2551  -4.1205
H  -3.0119  -5.3734  -3.3080
S  3.2106  0.9997  -2.5722
C  1.3506  -2.5474  -1.0364
N  1.7437  3.2889  -2.4617
C  -0.5691  -4.9506  -2.2584
H  -0.6472  -4.6818  0.6670
H  5.3612  4.5067  0.1298
H  1.2681  0.8504  -4.4372
C  -2.4933  -4.7275  1.7785
H  -4.1446  -2.1355  2.7928
H  -0.0706  -4.5462  -3.1451
C  3.8032  1.0822  0.6791
C  -3.7756  4.9673  3.3460
N  -0.7299  -0.3656  1.3852
C  -1.4510  -4.1117  1.1076
C  2.1789  5.6295  0.3450
H  -2.3089  -4.6011  -1.0721
C  4.3043  4.6133  -0.0932
C  -2.7908  0.3120  2.3613
H  -0.8295  -5.9910  -2.4736
C  -2.8223  -4.3142  -3.1084
C  3.0149  0.0113  0.2513
C  -4.0930  2.3817  4.0969
C  3.7574  3.8759  -1.1366
C  1.6198  4.8890  -0.6874
Cl  4.2656  -4.2538  1.1449
C  -3.3716  -2.7034  2.2873
C  -1.6383  -2.6403  -1.6964
H  4.8747  1.0832  0.5038
H  0.5656  5.0019  -0.9316
H  0.4343  2.3646  -4.3455
O  -0.6985  1.8267  -1.1020
O  -1.8668  -0.0238  -0.8930
C  3.8956  -3.7302  -1.4800
H  3.4526  -0.8293  -0.2744
Cl  1.1116  -2.0028  -3.7334
H  -3.7805  -3.8340  -2.8897
Ti  -0.3472  -1.5382  -0.3954
C  1.2040  1.0098  1.1827
C  -2.2881  1.6061  2.5435
C  -0.2205  0.8575  1.5836
H  3.9617  6.0518  1.4691

***

Record 4
The following is a DFT calculation (wB97M-V/def2-TZVPD) of 2 unconnected molecules or ions with the total composition C2H4ClNO.

The value obtained for the energy is -18191.44524 eV. The energy relative to the best compared isomer or geometry (same formula, charge and spin) comes out at 176.2 kcal/mol. The net charge is 0.

Geometry (Å):
Cl  0.5860  -1.9154  0.9682
C  0.0082  0.7677  -0.0174
C  -0.4421  -0.6340  0.2123
N  -0.7755  1.3432  -0.8583
H  -0.9995  -0.2226  1.0729
H  1.1922  0.9837  0.4014
O  0.0356  2.4499  -1.3649
H  -1.4637  3.1491  -1.6315
H  -0.9442  -1.1530  -0.5442

***

Record 5
The following is a DFT calculation (wB97M-V/def2-TZVPD) of a molecular structure, CH2BaF3O4S.

The value obtained for the energy is -28938.01555 eV. The energy relative to the best compared isomer or geometry (same formula, charge and spin) comes out at 0.0 kcal/mol. Its multiplicity is 2. The net charge is 0.

Geometry (Å):
H  -0.3453  -1.5937  1.2743
O  -0.4078  -0.6442  1.4511
O  -0.4030  1.2754  -0.8766
F  -1.4779  -1.2470  -1.3114
O  1.7492  0.0520  -0.0175
F  0.3707  -0.9169  -2.3734
C  -0.1585  -1.1450  -1.1794
O  0.2843  1.5173  1.2853
Ba  -0.5738  3.7430  0.2473
H  0.3473  1.0169  2.2461
S  0.2939  0.2587  0.0067
F  0.3208  -2.3165  -0.7524

***

Record 6
The following is a DFT calculation (wB97M-V/def2-TZVPD) of a molecular structure, C37H31F5N4OP2S2TeTi.

The value obtained for the energy is -131132.83734 eV. The energy relative to the best compared isomer or geometry (same formula, charge and spin) comes out at 1.9 kcal/mol. The net charge is -2.

Geometry (Å):
C  2.4496  -2.7567  -1.1791
C  1.9622  3.7454  0.5256
C  2.9693  0.2694  1.0419
S  -1.0013  -2.5654  -2.3357
H  2.0205  0.1556  1.5511
C  -0.5008  3.9492  1.7835
H  2.9197  3.6517  0.0278
C  4.3608  -0.0657  -0.8827
H  -0.4062  3.8527  -3.0339
H  -0.6913  -3.2096  2.4131
C  -1.4203  -1.6430  3.7052
H  -2.3429  3.3540  -1.0592
C  -3.4522  1.7939  4.0759
C  -0.2034  2.8161  -2.8108
C  -2.1260  2.2866  -1.1155
C  0.4831  4.8973  2.0238
H  -2.0368  -3.6826  3.4522
C  -0.2584  2.8802  0.9217
H  -3.0192  1.7306  -1.4124
H  -2.1481  -1.2629  2.9836
C  5.4080  0.5738  -0.2406
H  -1.4311  1.6317  3.3875
C  0.9092  2.0394  -3.2373
F  -3.8822  -1.2238  2.0747
N  -1.2894  -0.6222  -7.1402
Te  -4.3486  -1.9755  0.2894
S  -2.9591  -0.1897  -3.9109
H  -5.5596  1.9287  4.4723
C  0.7618  0.7912  -2.6776
H  3.8718  1.2804  2.6983
C  1.7189  4.7951  1.3978
F  -5.8866  -2.7794  1.1873
C  -1.1102  -3.1108  3.4120
F  -0.9047  -1.9065  0.6153
C  3.0961  -4.7327  -2.4024
C  -5.1317  2.0008  2.3734
H  2.2432  -3.0041  -3.3135
H  -0.4096  -3.5249  4.1392
H  -4.4340  1.9902  0.3524
N  0.9380  -3.2747  -5.3140
C  -1.4639  -0.8363  -6.0220
H  4.5055  -0.4609  -1.8819
H  3.9003  -6.3521  -1.2452
Ti  -1.2600  -0.7788  -0.7661
H  2.7359  -2.8658  0.9479
C  -4.7881  1.9187  3.7118
C  1.6697  -0.3977  -2.7309
C  0.0886  -2.7111  -4.7653
H  1.1785  1.9866  -0.4038
C  3.4993  -5.3456  -1.2263
C  -0.9116  -2.0320  -4.0172
C  -4.1473  1.9687  1.3947
C  0.9796  2.7953  0.2878
H  2.6586  -0.1095  -3.0899
H  -1.4628  4.0423  2.2716
H  3.6719  -5.1421  0.9071
P  1.7042  -1.0931  -1.0285
C  4.0210  0.9045  1.6936
C  -2.4705  1.7488  3.1017
C  -0.2310  -0.7969  3.6375
O  -2.9636  -0.6209  -0.5311
C  -2.8097  1.8462  1.7504
H  2.4882  5.5341  1.5894
H  3.1690  -5.2558  -3.3479
P  -1.5169  1.6214  0.4983
C  2.8459  -3.3864  0.0022
H  1.2748  -1.1625  -3.4023
H  1.7219  2.3504  -3.8767
C  5.2385  1.0615  1.0524
C  3.1261  -0.2183  -0.2503
N  0.7023  -0.1273  3.5896
H  6.0585  1.5618  1.5543
H  -3.1765  1.7142  5.1210
H  6.3609  0.6886  -0.7441
H  0.2818  5.7190  2.7011
H  -1.8544  -1.5196  4.7000
H  -6.1715  2.0551  2.0782
C  2.5738  -3.4450  -2.3818
F  -5.4355  -0.4445  0.2603
C  -0.9690  1.9964  -2.0197
N  -0.3919  0.7516  -1.9315
C  3.3715  -4.6675  -0.0196
C  -1.7170  -1.0837  -4.6136
F  -5.2438  -2.2952  -1.3944